{"formula": "C40H47AsBrF6LaN7O11PS2Si2", "method": "ωB97M-V/def2-TZVPD", "symbols": ["La", "Br", "C", "C", "C", "C", "C", "C", "N", "N", "C", "C", "C", "C", "O", "C", "N", "C", "C", "C", "C", "H", "H", "H", "H", "H", "H", "H", "H", "H", "O", "C", "O", "C", "C", "C", "C", "C", "C", "O", "N", "O", "O", "N", "O", "O", "H", "H", "C", "Si", "C", "C", "C", "C", "C", "C", "C", "C", "N", "Si", "C", "C", "C", "H", "H", "H", "H", "H", "H", "H", "H", "H", "H", "H", "H", "H", "H", "H", "H", "H", "H", "H", "H", "H", "H", "O", "N", "F", "As", "F", "F", "F", "F", "F", "C", "C", "C", "O", "P", "S", "S", "O", "C", "C", "C", "H", "H", "H", "H", "H", "H", "H", "H", "H", "H", "H", "H", "H", "H"], "xyz": [[0.538, 0.183, -0.294], [0.831, -4.420, 7.929], [-0.739, -3.524, 7.377], [-1.950, -4.193, 7.401], [-3.101, -3.514, 7.030], [-3.038, -2.200, 6.595], [-1.815, -1.538, 6.574], [-0.664, -2.200, 6.973], [-4.320, -1.559, 6.343], [-4.491, -0.742, 5.425], [-3.495, -0.526, 4.409], [-3.128, 0.769, 4.179], [-2.077, 1.099, 3.305], [-1.442, 0.122, 2.565], [-0.385, 0.345, 1.835], [-1.953, -1.224, 2.659], [-1.456, -2.115, 1.756], [-1.876, -3.350, 1.808], [-2.846, -3.799, 2.731], [-3.395, -2.907, 3.602], [-2.951, -1.560, 3.601], [-1.995, -5.226, 7.716], [-4.064, -4.010, 7.056], [-1.752, -0.506, 6.259], [0.289, -1.689, 6.963], [-3.612, 1.543, 4.765], [-1.726, 2.118, 3.208], [-1.463, -4.037, 1.075], [-3.157, -4.835, 2.721], [-4.185, -3.218, 4.272], [1.677, -3.510, 2.703], [1.624, -2.951, 1.622], [1.561, -1.649, 1.491], [1.711, -3.726, 0.345], [2.355, -4.944, 0.469], [2.555, -5.753, -0.632], [2.068, -5.380, -1.867], [1.368, -4.204, -1.970], [1.178, -3.270, -0.901], [0.640, -2.127, -1.073], [0.795, -3.969, -3.301], [-0.374, -3.648, -3.356], [1.485, -4.213, -4.270], [3.257, -7.026, -0.491], [3.410, -7.706, -1.491], [3.648, -7.340, 0.616], [2.717, -5.243, 1.442], [2.211, -6.007, -2.735], [-3.627, 2.305, 0.499], [-4.047, 0.782, -0.498], [-4.499, -0.661, 0.597], [-5.588, 1.169, -1.494], [-2.568, 0.418, -1.613], [-1.908, 1.627, -2.159], [-2.625, 2.527, -2.946], [-1.986, 3.637, -3.465], [-0.650, 3.849, -3.170], [0.003, 2.915, -2.392], [-0.600, 1.822, -1.908], [-2.410, -1.110, -2.726], [-3.895, -1.112, -3.874], [-2.602, -2.626, -1.673], [-0.928, -0.828, -3.806], [-4.253, 2.381, 1.389], [-3.770, 3.207, -0.103], [-2.583, 2.298, 0.824], [-4.828, -0.296, 1.572], [-3.665, -1.341, 0.756], [-5.317, -1.234, 0.154], [-6.428, 1.244, -0.801], [-5.815, 0.383, -2.216], [-5.518, 2.114, -2.034], [-3.663, 2.324, -3.165], [-2.530, 4.332, -4.092], [-0.108, 4.705, -3.545], [1.047, 3.043, -2.145], [-4.826, -1.295, -3.335], [-3.761, -1.919, -4.598], [-3.997, -0.174, -4.427], [-3.585, -2.594, -1.197], [-1.835, -2.679, -0.900], [-2.530, -3.527, -2.280], [-0.993, 0.168, -4.254], [-0.895, -1.566, -4.607], [0.038, -0.889, -3.298], [0.762, -1.363, 3.872], [1.301, -0.781, 3.104], [0.088, 2.556, 0.760], [1.709, 2.799, 1.459], [2.208, 1.078, 1.329], [1.109, 2.510, 3.027], [3.307, 3.135, 1.971], [1.335, 4.474, 1.497], [2.165, 2.849, -0.221], [4.876, -2.566, -2.569], [4.382, -2.301, -3.977], [5.519, -2.073, -4.958], [3.443, -1.206, -4.083], [3.414, 0.224, -3.383], [2.167, 1.340, -4.364], [3.105, 0.029, -1.406], [4.958, 0.640, -3.546], [5.680, 1.739, -2.948], [4.831, 2.978, -2.738], [6.361, 1.281, -1.672], [5.479, -3.476, -2.585], [4.050, -2.704, -1.871], [5.491, -1.743, -2.201], [3.787, -3.153, -4.309], [6.142, -1.239, -4.636], [5.125, -1.851, -5.949], [6.133, -2.974, -5.018], [6.447, 1.954, -3.696], [4.081, 2.808, -1.963], [4.319, 3.269, -3.654], [5.483, 3.791, -2.413], [5.629, 1.092, -0.888], [7.049, 2.057, -1.332], [6.927, 0.365, -1.847]], "forces_ev_per_angstrom": [[0.019, -1.703, -0.061], [0.039, -0.017, -0.012], [-0.015, 0.035, -0.009], [-0.080, 0.021, -0.024], [0.027, -0.165, -0.041], [-0.386, 0.086, -0.176], [0.050, 0.076, 0.058], [-0.042, 0.006, -0.028], [0.436, 0.160, 0.061], [0.086, -0.365, -0.196], [-0.180, -0.058, 0.192], [0.264, 0.330, -0.056], [-0.174, 0.116, 0.247], [0.330, -0.271, 0.066], [-0.797, -0.268, 0.385], [-0.025, -0.098, -0.157], [0.012, 0.046, 0.148], [-0.039, 0.006, 0.024], [0.029, -0.039, -0.032], [0.038, 0.106, 0.006], [-0.026, -0.237, -0.107], [-0.007, 0.004, 0.011], [0.000, 0.017, 0.053], [-0.001, 0.008, -0.003], [0.000, 0.005, 0.019], [0.022, 0.033, -0.043], [-0.033, 0.021, 0.048], [0.010, -0.013, 0.018], [-0.019, 0.012, -0.022], [-0.007, 0.009, 0.070], [0.006, -0.138, -0.022], [0.044, 0.241, 0.014], [-0.023, 0.146, 0.074], [-0.014, -0.207, 0.167], [-0.002, 0.093, 0.029], [0.091, -0.196, 0.059], [-0.031, -0.043, -0.075], [0.018, 0.064, -0.274], [0.216, 0.156, -0.113], [-0.385, -0.021, -0.027], [-0.057, -0.201, 0.279], [-0.065, 0.118, -0.017], [0.128, 0.094, -0.139], [-0.150, 0.291, -0.021], [0.029, -0.078, -0.077], [0.059, -0.060, 0.080], [-0.016, 0.007, 0.002], [0.001, 0.019, 0.020], [0.168, 0.115, -0.019], [0.104, 0.073, 0.245], [0.069, -0.175, -0.035], [0.003, 0.054, -0.263], [-0.212, 0.237, -0.355], [-0.030, -0.053, 0.113], [-0.063, 0.013, -0.103], [-0.006, -0.018, 0.005], [0.014, -0.011, -0.030], [0.062, 0.039, 0.026], [-0.403, 0.230, -0.238], [-0.118, 0.029, 0.012], [-0.163, 0.222, -0.019], [0.167, -0.134, 0.102], [0.244, -0.019, 0.065], [-0.033, 0.007, 0.014], [0.000, -0.006, 0.011], [-0.027, 0.001, 0.039], [-0.018, 0.002, 0.018], [-0.016, -0.010, 0.034], [0.001, -0.006, 0.008], [-0.021, 0.002, 0.035], [-0.046, -0.005, 0.015], [-0.032, 0.004, 0.023], [-0.006, 0.043, 0.012], [-0.008, 0.014, 0.000], [-0.003, 0.009, -0.011], [-0.011, -0.090, -0.010], [-0.015, -0.028, -0.013], [0.013, -0.015, -0.027], [0.000, -0.032, -0.021], [-0.013, -0.019, 0.021], [-0.016, -0.018, -0.018], [-0.031, 0.000, -0.008], [0.001, -0.045, -0.034], [-0.010, -0.018, -0.036], [-0.017, 0.005, -0.030], [0.103, 0.109, -0.577], [-0.053, 0.105, 0.392], [0.219, -0.272, 0.222], [0.591, 1.073, -0.319], [-0.672, 0.283, 0.187], [0.017, -0.013, 0.160], [0.035, -0.044, 0.182], [-0.022, 0.081, 0.098], [0.262, 0.263, -0.107], [0.000, 0.004, 0.054], [0.037, 0.068, -0.057], [0.047, -0.052, 0.001], [-0.164, 0.029, 0.015], [0.135, -0.210, -0.012], [-0.152, 0.131, -0.122], [0.661, -0.047, 0.048], [0.040, -0.088, -0.078], [-0.054, -0.005, -0.024], [-0.027, 0.036, 0.045], [0.019, -0.013, 0.034], [0.012, -0.002, 0.010], [0.005, -0.023, -0.032], [-0.003, -0.020, -0.009], [0.007, -0.003, 0.016], [0.001, -0.008, 0.003], [-0.014, -0.010, -0.002], [0.001, 0.009, -0.009], [-0.002, 0.040, -0.019], [0.021, 0.009, -0.009], [0.043, 0.000, -0.006], [-0.012, 0.018, 0.006], [-0.010, 0.007, -0.003], [0.006, -0.011, 0.002], [0.017, 0.012, -0.017]], "charge": -1, "s2": 0.75, "gap_ev": [6.7, 5.8], "spin_multiplicity": 2, "e_above_lowest_kj_mol": 0.00}